Entry 1:
C6H8ClN | ωB97M-V/def2-TZVPD

The energy is -20361.5242 eV. Its relative energy (zero: lowest compared OMol25 entry of this formula, charge and spin) is 47.6 kcal per mole. The SMILES is C#C/C(=C/Cl)[C@H](C)N. As for the highest occupied orbital energy: -8.94 eV.

```
! wB97M-V def2-TZVPD RIJCOSX def2/J DEFGRID3
* xyz 0 1
C -3.18 -0.94 -0.06
C -2.03 -0.55 -0.02
C -0.65 -0.21 0.05
C 0.22 -1.22 0.08
Cl 1.94 -1.15 -0.10
C -0.25 1.29 0.11
C 0.32 1.79 -1.24
N 0.57 1.55 1.25
H -4.20 -1.24 -0.01
H 0.00 -2.25 0.29
H -1.25 1.80 0.19
H 0.26 2.86 -1.23
H 1.37 1.52 -1.30
H -0.32 1.37 -2.07
H 0.43 2.55 1.46
H 0.17 1.06 2.06
*
```

Mulliken atomic charge list, values in e, 8 entries: atom 1 (C): 0.329, atom 2 (C): -0.773, atom 3 (C): 0.049, atom 4 (C): -0.472, atom 5 (Cl): -0.154, atom 6 (C): 0.120, atom 7 (C): -1.252, atom 8 (N): -0.638

---

Entry 2:
C28H73BaF6N5O21S3Zn | ωB97M-V/def2-TZVPD

The energy is -178572.2980 eV. As for the highest occupied orbital energy: -7.72 eV.

```
! wB97M-V def2-TZVPD RIJCOSX def2/J DEFGRID3
* xyz 0 1
Ba -5.69 1.68 3.91
Zn -0.91 -1.75 6.09
S -3.92 -1.15 8.24
O -3.79 -0.21 9.30
O -5.22 -1.82 8.18
O -3.51 -0.56 6.97
O -2.85 -2.15 8.28
C 0.12 -0.21 -0.21
F -0.56 -1.40 -0.20
F 1.48 -0.27 -0.32
F -0.34 0.52 -1.25
S -0.34 0.66 1.48
O 0.52 1.82 1.58
O -1.76 0.96 1.29
O -0.10 -0.32 2.58
C -4.21 -5.59 1.81
F -3.13 -5.33 1.07
F -5.29 -5.66 1.10
F -4.01 -6.74 2.48
S -4.29 -4.14 3.04
O -5.28 -4.52 4.03
O -2.98 -3.95 3.72
O -4.67 -2.92 2.34
C 2.90 -2.31 7.21
C 2.32 -1.25 8.24
O 1.29 -0.47 7.70
O 1.90 -3.00 6.59
H 3.54 -2.90 7.88
H 3.46 -1.88 6.38
H 3.16 -0.68 8.62
H 1.88 -1.76 9.11
H 1.41 0.43 8.02
H 2.27 -3.80 6.19
C 4.91 3.52 5.58
C 4.14 4.86 5.51
O 4.09 5.47 6.81
O 6.35 3.64 5.39
H 4.58 2.75 4.88
H 4.73 3.07 6.55
H 3.21 4.59 5.01
H 4.61 5.58 4.84
H 4.78 6.13 6.89
H 6.54 3.79 4.46
C 4.37 -0.58 -5.58
C 5.79 -0.06 -5.23
O 6.84 -0.44 -6.11
O 4.03 -0.04 -6.89
H 3.61 -0.12 -4.96
H 4.33 -1.67 -5.53
H 6.05 -0.40 -4.23
H 5.82 1.03 -5.25
H 7.06 -1.36 -5.94
H 4.02 -0.80 -7.48
C 3.74 -5.57 1.28
C 2.97 -6.85 1.74
C 3.52 -8.18 1.12
O 3.51 -8.09 -0.27
C 2.31 -8.23 -0.94
N 3.15 -6.93 3.18
H 3.54 -5.45 0.22
H 4.81 -5.52 1.48
H 3.37 -4.68 1.80
H 1.92 -6.74 1.48
H 2.81 -8.98 1.36
H 4.50 -8.34 1.56
H 2.02 -9.27 -0.77
H 2.38 -8.08 -2.02
H 1.47 -7.66 -0.55
H 4.13 -6.88 3.43
H 2.88 -7.83 3.55
C -5.26 -4.77 -4.69
C -4.79 -6.26 -4.97
C -3.40 -6.65 -4.51
O -2.38 -6.14 -5.29
C -1.75 -4.94 -4.81
N -5.77 -7.03 -4.33
H -6.27 -4.54 -5.01
H -4.56 -4.05 -5.11
H -5.33 -4.58 -3.62
H -4.78 -6.32 -6.06
H -3.23 -7.72 -4.60
H -3.23 -6.56 -3.43
H -1.06 -5.12 -3.99
H -2.50 -4.28 -4.39
H -1.09 -4.49 -5.56
H -5.95 -6.59 -3.44
H -6.67 -6.89 -4.76
C -2.39 7.49 4.03
C -3.55 6.48 3.92
C -4.29 6.67 2.60
O -5.20 5.62 2.39
C -6.02 5.89 1.18
N -2.91 5.18 4.01
H -1.72 7.52 3.17
H -1.61 7.22 4.73
H -2.82 8.47 4.24
H -4.21 6.58 4.78
H -3.60 6.70 1.76
H -4.90 7.56 2.75
H -5.53 5.38 0.35
H -5.99 6.96 0.93
H -7.04 5.54 1.31
H -2.51 5.04 4.92
H -2.14 5.02 3.37
C -7.05 2.75 -9.21
C -6.72 2.69 -7.70
C -5.16 2.53 -7.45
O -4.68 1.22 -7.79
C -3.28 1.05 -7.60
N -7.16 3.95 -7.10
H -6.76 1.77 -9.58
H -6.38 3.42 -9.76
H -8.09 3.02 -9.37
H -7.29 1.96 -7.12
H -4.87 2.68 -6.41
H -4.56 3.28 -7.97
H -2.76 1.56 -8.41
H -3.03 -0.01 -7.61
H -2.99 1.50 -6.65
H -7.34 3.78 -6.12
H -8.04 4.13 -7.58
C 6.23 3.48 -0.27
C 7.32 4.58 -0.20
C 6.82 5.98 -0.11
O 6.07 6.34 -1.30
C 5.76 7.69 -1.38
N 8.16 4.19 0.93
H 6.67 2.48 -0.28
H 5.58 3.56 -1.14
H 5.54 3.32 0.56
H 7.89 4.48 -1.12
H 7.64 6.67 0.07
H 6.11 6.13 0.70
H 4.98 7.66 -2.15
H 6.64 8.28 -1.65
H 5.33 8.10 -0.46
H 8.82 4.95 0.91
H 8.70 3.39 0.65
*
```

Mulliken atomic charge list, values in e, 8 entries: atom 1 (Ba): 1.891, atom 2 (Zn): 1.151, atom 3 (S): 1.239, atom 4 (O): -0.596, atom 5 (O): -0.608, atom 6 (O): -0.647, atom 7 (O): -0.546, atom 8 (C): 0.515

---

Entry 3:
C29H57BrCl2IN3O15S6 | ωB97M-V/def2-TZVPD

The energy is -234371.0509 eV. The SMILES is CCNc1c(C[C@H](C)Br)c([C@@H](Cl)[C@H](C)Cl)c2nsnc2c1I.CCOS(C)(=O)=O.CCOS(C)(=O)=O.CCOS(C)(=O)=O.CCOS(C)(=O)=O.CCOS(C)(=O)=O. As for the highest occupied orbital energy: -8.22 eV.

```
! wB97M-V def2-TZVPD RIJCOSX def2/J DEFGRID3
* xyz 0 1
C -4.38 -3.86 -2.43
C -4.23 -5.36 -3.05
N -2.80 -5.78 -3.24
C -2.65 -6.67 -4.40
C -2.27 -6.16 -5.87
C -2.01 -4.60 -6.07
C -0.45 -4.15 -6.10
C -0.13 -3.17 -7.37
Br 0.84 -5.66 -5.93
C -2.16 -7.15 -7.04
C -1.76 -6.89 -8.55
Cl -2.22 -5.30 -9.30
C -0.19 -7.32 -8.79
C 0.68 -6.19 -9.52
Cl -0.15 -8.79 -9.94
C -2.46 -8.67 -6.67
N -2.37 -9.77 -7.63
S -2.73 -11.22 -6.80
N -3.04 -10.72 -5.18
C -2.84 -9.28 -5.26
C -2.92 -8.18 -4.15
I -3.44 -8.83 -2.11
H -5.21 -3.31 -3.00
H -3.39 -3.29 -2.48
H -4.69 -3.91 -1.32
H -4.67 -6.07 -2.25
H -4.87 -5.50 -3.99
H -2.15 -4.99 -3.26
H -2.63 -4.11 -6.91
H -2.43 -4.10 -5.10
H -0.24 -3.47 -5.18
H 0.91 -3.40 -7.83
H -0.03 -2.08 -6.97
H -0.97 -3.15 -8.14
H -2.34 -7.69 -9.16
H 0.26 -7.71 -7.81
H 0.72 -5.20 -8.95
H 0.39 -6.04 -10.62
H 1.77 -6.59 -9.54
C 0.22 -0.13 -0.66
C -1.04 0.60 -0.22
O -1.63 1.34 -1.29
S -2.44 0.54 -2.43
C -3.18 1.94 -3.21
O -3.48 -0.24 -1.81
O -1.50 -0.04 -3.35
H -0.02 -0.91 -1.38
H 0.71 -0.59 0.19
H 0.91 0.56 -1.14
H -1.77 -0.09 0.21
H -0.78 1.32 0.56
H -3.87 2.41 -2.51
H -3.72 1.59 -4.09
H -2.40 2.64 -3.51
C 4.62 1.70 2.77
C 5.05 0.24 2.73
O 4.32 -0.56 3.66
S 2.79 -0.95 3.30
C 2.57 -2.17 4.57
O 2.77 -1.61 2.02
O 1.94 0.17 3.60
H 3.59 1.81 2.42
H 5.27 2.31 2.14
H 4.65 2.08 3.80
H 4.96 -0.17 1.72
H 6.10 0.17 3.01
H 3.24 -3.01 4.37
H 1.53 -2.50 4.53
H 2.79 -1.71 5.53
C -1.08 5.92 6.84
C -0.54 4.51 6.97
O -0.37 3.89 5.70
S 0.89 4.34 4.78
C 0.77 3.04 3.59
O 2.10 4.17 5.54
O 0.57 5.58 4.13
H -0.36 6.58 6.36
H -1.31 6.34 7.83
H -1.99 5.93 6.23
H 0.40 4.50 7.53
H -1.25 3.90 7.53
H 0.98 2.09 4.08
H 1.52 3.23 2.81
H -0.23 3.05 3.16
C 7.56 3.77 -3.32
C 6.14 3.94 -2.82
O 5.41 2.72 -2.88
S 5.72 1.58 -1.77
C 4.33 0.54 -2.12
O 5.54 2.15 -0.45
O 6.92 0.88 -2.14
H 8.14 3.13 -2.66
H 8.07 4.74 -3.38
H 7.57 3.31 -4.31
H 6.13 4.35 -1.80
H 5.61 4.65 -3.46
H 3.42 1.07 -1.88
H 4.42 -0.36 -1.50
H 4.36 0.26 -3.18
C -4.35 7.14 12.71
C -4.65 7.73 11.34
O -3.71 8.74 10.98
S -2.23 8.29 10.52
C -1.70 9.86 9.89
O -2.34 7.37 9.41
O -1.45 7.99 11.69
H -3.41 6.59 12.71
H -5.14 6.45 13.01
H -4.26 7.93 13.46
H -4.68 6.95 10.57
H -5.64 8.20 11.36
H -2.31 10.12 9.03
H -0.66 9.77 9.60
H -1.81 10.61 10.68
*
```

Mulliken atomic charge list, values in e, 8 entries: atom 1 (C): -0.698, atom 2 (C): -0.277, atom 3 (N): -0.277, atom 4 (C): -0.102, atom 5 (C): 0.701, atom 6 (C): -0.860, atom 7 (C): 0.163, atom 8 (C): -1.088